No. 1
151
Properties=species:S:1:pos:R:3 method="wB97M-V/def2-TZVPD" e_lumo_ev=-4.890 charge=+1
N -0.663 -3.735 2.417
C -0.035 -4.019 1.107
C 1.303 -3.203 1.029
C 1.797 -3.289 -0.446
C 2.986 -2.288 -0.772
C 2.869 -0.949 -0.047
C 1.693 -0.161 -0.328
C 0.579 -0.546 -1.333
F 1.020 -1.150 -2.473
F -0.321 -1.332 -0.629
C -0.262 0.672 -1.820
C -1.640 0.802 -1.505
C -2.303 1.939 -2.035
C -1.629 2.901 -2.821
C -0.266 2.745 -3.138
C 0.523 3.719 -4.008
F 1.268 3.023 -4.916
F -0.286 4.541 -4.712
F 1.385 4.449 -3.254
C 0.409 1.613 -2.616
C 1.493 1.059 0.346
C 2.494 1.505 1.263
C 3.622 0.724 1.502
P 4.783 1.444 2.753
O 4.075 2.738 3.463
O 5.031 0.453 3.996
S 6.424 2.133 1.965
N 3.811 -0.479 0.838
P 5.242 -1.498 1.066
O 4.769 -2.767 1.600
O 5.910 -1.653 -0.424
O 6.422 -0.973 1.997
H -1.449 -4.358 2.590
H -1.077 -2.806 2.323
H 0.105 -5.093 0.898
H -0.710 -3.619 0.320
H 2.053 -3.722 1.655
H 1.041 -2.185 1.375
H 2.210 -4.312 -0.579
H 0.987 -3.219 -1.194
H 3.035 -2.048 -1.859
H 3.891 -2.874 -0.568
H -2.148 0.047 -0.896
H -3.391 2.048 -1.795
H -2.190 3.756 -3.216
H 1.478 1.492 -2.858
H 0.613 1.700 0.223
H 2.337 2.460 1.780
H 3.862 3.400 2.784
H 5.986 0.265 4.041
H 5.602 -0.882 -0.937
H 7.121 -0.572 1.440
C 1.836 -4.431 5.640
C 2.873 -5.503 5.377
O 2.226 -6.727 5.736
S 0.650 -6.604 5.423
O 0.396 -7.206 4.160
O -0.067 -6.964 6.593
O 0.590 -5.012 5.240
H 1.770 -4.189 6.705
H 2.031 -3.522 5.074
H 3.778 -5.360 5.962
H 3.131 -5.555 4.315
C 6.626 -7.129 2.746
C 7.887 -6.497 3.298
O 8.183 -5.427 2.395
S 6.803 -4.824 1.815
O 6.450 -3.672 2.561
O 6.883 -4.806 0.397
O 5.840 -6.031 2.268
H 6.848 -7.783 1.901
H 6.079 -7.688 3.502
H 8.717 -7.198 3.347
H 7.716 -6.067 4.288
C -5.784 5.527 -3.970
C -5.648 4.284 -4.820
O -5.066 3.310 -3.941
S -5.579 3.573 -2.443
O -6.664 2.698 -2.178
O -4.442 3.663 -1.589
O -6.165 5.049 -2.669
H -4.829 6.048 -3.877
H -6.533 6.211 -4.359
H -5.020 4.443 -5.692
H -6.623 3.911 -5.140
C 0.997 -3.661 11.472
C -0.110 -4.599 11.038
O -0.820 -3.879 10.025
S 0.206 -2.939 9.224
O 0.598 -3.611 8.031
O -0.306 -1.618 9.215
O 1.429 -3.020 10.266
H 0.624 -2.893 12.152
H 1.825 -4.188 11.941
H -0.775 -4.866 11.856
H 0.293 -5.509 10.587
C -1.277 4.599 -8.556
C -0.273 3.507 -8.860
O -0.959 2.289 -8.554
S -2.529 2.470 -8.868
O -2.800 1.931 -10.150
O -3.262 2.091 -7.712
O -2.538 4.076 -8.983
H -1.337 4.794 -7.482
H -1.053 5.525 -9.080
H 0.634 3.597 -8.267
H -0.012 3.493 -9.921
C -9.098 0.325 -0.868
C -8.078 -0.761 -1.135
O -8.755 -1.981 -0.820
S -10.322 -1.824 -1.164
O -10.562 -2.388 -2.443
O -11.070 -2.192 -0.018
O -10.345 -0.220 -1.309
H -9.178 0.540 0.200
H -8.872 1.243 -1.406
H -7.183 -0.651 -0.528
H -7.798 -0.792 -2.191
C -3.410 -7.113 -1.168
C -2.397 -7.645 -2.159
O -2.072 -6.521 -2.985
S -2.161 -5.176 -2.111
O -0.852 -4.832 -1.672
O -2.998 -4.254 -2.787
O -2.961 -5.788 -0.858
H -4.404 -7.041 -1.615
H -3.463 -7.718 -0.265
H -2.789 -8.463 -2.758
H -1.483 -7.971 -1.655
C -6.396 10.327 -4.999
C -7.073 10.156 -6.343
O -6.037 9.688 -7.215
S -5.005 8.787 -6.378
O -5.352 7.417 -6.563
O -3.696 9.280 -6.598
O -5.482 9.226 -4.905
H -5.819 11.253 -4.959
H -7.104 10.306 -4.174
H -7.498 11.084 -6.717
H -7.852 9.391 -6.301
C 7.758 5.337 2.584
C 7.071 5.399 3.932
O 7.433 6.674 4.466
S 7.601 7.730 3.259
O 6.397 8.469 3.136
O 8.868 8.350 3.380
O 7.657 6.660 2.053
H 8.818 5.091 2.691
H 7.287 4.621 1.914
H 7.387 4.600 4.599
H 5.983 5.373 3.825

=====

No. 2
101
Properties=species:S:1:pos:R:3 method="wB97M-V/def2-TZVPD" de_lowest_kj_mol=39.4 e_lumo_ev=0.185
Zr -1.687 -1.454 -0.661
C 0.655 3.586 5.432
C 1.163 2.221 4.971
C 2.642 2.359 4.586
C 1.045 1.235 6.139
C 0.379 1.689 3.769
C 0.703 0.447 3.229
C 0.028 -0.017 2.118
Se 0.444 -1.695 1.321
C 1.682 -1.022 0.006
C 2.918 -0.566 0.429
C 3.789 0.025 -0.475
C 3.350 0.116 -1.791
C 2.115 -0.332 -2.259
C 1.261 -0.935 -1.326
O 0.048 -1.443 -1.641
C 1.826 -0.128 -3.759
C 2.832 -0.946 -4.579
C 0.419 -0.537 -4.203
C 1.983 1.363 -4.094
C 5.162 0.569 -0.079
C 5.437 0.385 1.412
C 6.253 -0.165 -0.868
C 5.222 2.069 -0.396
C -0.985 0.716 1.504
O -1.553 0.211 0.391
C -1.363 1.946 2.040
C -0.657 2.396 3.160
C -2.504 2.761 1.424
C -3.797 1.933 1.451
C -2.755 4.062 2.188
C -2.161 3.127 -0.028
H 1.248 3.926 6.283
H -0.390 3.547 5.749
H 0.744 4.339 4.645
H 3.218 2.757 5.424
H 2.762 3.033 3.734
H 3.074 1.394 4.311
H 1.579 1.616 7.013
H 1.471 0.262 5.888
H 0.000 1.081 6.417
H 1.482 -0.164 3.670
H 3.181 -0.663 1.473
H 4.017 0.571 -2.515
H 2.729 -2.011 -4.363
H 3.865 -0.658 -4.373
H 2.648 -0.797 -5.647
H 0.205 -1.593 -4.052
H 0.316 -0.310 -5.269
H -0.337 0.031 -3.660
H 2.996 1.730 -3.918
H 1.302 1.966 -3.487
H 1.748 1.533 -5.148
H 5.438 -0.669 1.702
H 4.701 0.908 2.028
H 6.420 0.795 1.651
H 6.226 -1.237 -0.663
H 7.241 0.212 -0.590
H 6.135 -0.027 -1.945
H 4.450 2.611 0.155
H 5.074 2.263 -1.461
H 6.196 2.477 -0.114
H -0.933 3.352 3.576
H -4.071 1.674 2.476
H -3.695 1.011 0.881
H -4.618 2.513 1.018
H -3.038 3.881 3.228
H -3.578 4.597 1.711
H -1.882 4.720 2.179
H -2.100 2.236 -0.650
H -1.206 3.657 -0.081
H -2.936 3.787 -0.432
O -1.000 -3.694 -0.408
C -1.693 -4.961 -0.563
C -3.203 -4.841 -0.547
C -3.742 -6.278 -0.480
O -3.215 -7.154 -1.471
C -3.686 -4.183 0.754
Se -3.657 -2.229 0.890
C -3.783 -4.163 -1.811
Se -2.582 -3.014 -2.856
H -0.383 -3.610 -1.151
H -1.366 -5.589 0.268
H -1.352 -5.410 -1.493
H -4.836 -6.237 -0.537
H -3.480 -6.730 0.478
H -3.431 -6.793 -2.338
H -3.112 -4.575 1.594
H -4.729 -4.458 0.916
H -4.645 -3.564 -1.522
H -4.135 -4.915 -2.519
C -4.832 -0.040 -3.490
S -3.076 0.074 -3.322
C -2.874 1.825 -3.541
O -2.854 -0.065 -1.799
H -5.113 0.384 -4.455
H -5.279 0.509 -2.662
H -5.079 -1.099 -3.441
H -2.891 2.037 -4.611
H -1.897 2.071 -3.129
H -3.652 2.375 -3.011

=====

These records have gap between HOMO and LUMO values of 5.95 7.68 eV, in the order they appear.
These records have calculated total energy values of -264636.6400 -255601.1367 eV, in the order they appear.
These records have max |F| values of 0.0906 0.0226 hartree/bohr, in the order they appear.